The following is a quantum chemistry calculation of 2 unconnected molecules or ions with the total composition C3H9N2 in a non-equilibrium geometry, from OMol25.

Values from the calculation:
E_HOMO (alpha / beta)   -13.79 / -14.41 eV
Net charge   +1
Largest force on an atom   2.3 eV Å⁻¹
Gap between HOMO and LUMO (alpha / beta)   9.474 / 9.697 eV
Relative energy (zero: lowest compared OMol25 entry of this formula, charge and spin)   554.7 kJ/mol

Geometry as XYZ:
```
14
Properties=species:S:1:pos:R:3:forces:R:3
H 1.6103 -0.9298 -1.3564 0.0962 0.2139 -0.0719
C 0.5545 0.5327 -0.2402 0.0631 1.9727 -1.0823
H 0.7618 2.3321 -1.4377 0.0557 -1.8506 1.1932
N 1.0115 -0.7552 -0.5606 0.0231 -0.5196 -0.2614
H 2.6058 0.3010 0.5459 0.0385 0.0817 -0.1812
H -1.4332 1.2377 -0.6549 -0.0638 -0.1775 0.0534
C 1.5892 -0.0587 0.6015 0.1557 0.1556 0.2800
H -1.0421 1.1371 1.0637 -0.0888 -0.1701 -0.0838
C -0.9099 0.6505 0.0955 -0.0690 0.6082 0.0222
H -1.8161 -1.0354 1.0252 0.0829 0.0004 -0.2022
N -1.4633 -0.7469 0.1097 -0.0669 -0.1551 0.0442
H -2.2037 -0.8807 -0.5836 0.1540 -0.0141 0.1752
H 1.3240 -0.4819 1.5637 -0.0159 -0.0204 0.0532
H -0.5889 -1.3024 -0.1717 -0.3647 -0.1251 0.0615
```
Forces are in eV/Å.

---

The following is a quantum chemistry calculation of a gas-phase ion, C3H9N2 (charge +1) in a non-equilibrium geometry, from OMol25.

Values from the calculation:
E_HOMO   -12.87 eV
Net charge   +1
Largest force on an atom   2.3 eV Å⁻¹
Gap between HOMO and LUMO   9.163 eV
Relative energy (zero: lowest compared OMol25 entry of this formula, charge and spin)   169.8 kJ/mol

Geometry as XYZ:
```
14
Properties=species:S:1:pos:R:3:forces:R:3
H 0.0578 -0.7771 1.7939 -0.0937 0.0341 0.1430
H 1.3507 2.2820 -0.8183 -0.0292 -0.0652 -0.0168
N 1.5477 1.4985 -0.2153 0.6195 0.1616 -0.1941
N -1.6469 -0.7702 -0.3323 -0.1184 -0.1564 0.0025
H -2.0192 -0.3591 0.5335 -0.0394 -0.1340 -0.2784
H 1.5645 -1.0006 0.8512 0.0602 -0.0838 -0.0431
H -2.1357 -0.3457 -1.1319 0.0545 -0.1395 0.2761
H 2.3064 0.9263 -0.5543 0.0214 0.0878 0.0429
H -1.8519 -1.7812 -0.3199 -0.1096 0.3236 0.0400
H 0.2620 -0.9251 -1.3058 -0.0620 -0.0011 -0.1373
C -0.1910 -0.5295 -0.4130 1.0743 1.5597 0.8962
C 0.5864 -0.5411 0.8816 -0.0370 0.2819 -0.1742
H -0.2976 1.4891 0.7132 -0.0796 -0.0750 0.1844
C 0.4668 0.8337 0.3174 -1.2610 -1.7936 -0.7413
```
Forces are in eV/Å.